{"formula": "C17H27N5O", "method": "ωB97M-V with the def2-TZVPD basis set", "symbols": ["O", "N", "N", "N", "N", "N", "C", "C", "C", "C", "C", "C", "C", "C", "C", "C", "C", "C", "C", "C", "C", "C", "C", "H", "H", "H", "H", "H", "H", "H", "H", "H", "H", "H", "H", "H", "H", "H", "H", "H", "H", "H", "H", "H", "H", "H", "H", "H", "H", "H"], "xyz": [[-1.5486, 2.2734, -1.7848], [-1.7676, -1.9077, 0.5954], [1.0643, 3.7061, -1.8954], [-3.7478, -1.5223, 1.5888], [-2.9851, -3.5235, 2.1156], [2.9755, -2.4526, 1.5553], [-0.3608, 1.6160, -2.1769], [0.6117, -2.1024, 1.1198], [1.8139, -2.9811, 0.8742], [-0.5341, -2.6550, 0.2647], [-2.1728, -0.6553, 0.1551], [-2.2257, 1.4865, -0.9503], [3.5607, -1.1948, 1.0235], [-2.7754, -2.3852, 1.4038], [-3.4422, 1.7684, -0.3054], [0.4367, 4.5969, -0.9098], [-4.0470, 0.8243, 0.5502], [-1.6172, 0.2530, -0.7521], [-3.3927, -0.4191, 0.7885], [-0.4824, 0.1380, -1.6767], [0.9063, 2.2557, -1.5331], [1.0142, 4.1426, -3.2824], [3.0856, -2.5898, 3.0172], [2.4638, -3.4242, 3.4141], [4.6243, -1.1342, 1.2498], [-2.1783, -4.0183, 2.4610], [-0.2986, -2.6263, -0.7967], [1.8069, 1.7043, -1.8844], [0.7841, -1.0525, 0.8928], [-4.9957, 0.9927, 1.0490], [1.6000, -4.0346, 1.1890], [2.0043, -2.9630, -0.2028], [-0.2048, 1.6480, -3.2504], [-0.6752, -3.6989, 0.4701], [3.1749, -0.3191, 1.5287], [-3.8402, -3.5261, 2.6717], [1.5983, 3.4589, -3.9347], [-3.8821, 2.7429, -0.5025], [4.1448, -2.7608, 3.3110], [-0.0107, 4.1740, -3.6642], [0.8805, 2.1816, -0.4017], [1.4608, 5.1556, -3.4159], [2.7608, -1.6660, 3.5256], [0.9820, 4.4456, 0.0573], [0.3387, -2.1075, 2.1682], [0.6285, 5.6068, -1.2436], [3.3587, -1.1347, -0.0724], [-0.7249, -0.5395, -2.4918], [-0.6273, 4.4118, -0.7171], [0.4570, -0.1886, -1.1952]], "forces_ev_per_a": [[0.013, 1.391, -1.115], [0.327, -2.237, -0.405], [0.238, -0.721, 1.194], [0.260, 1.642, -1.292], [1.586, -1.821, -0.349], [1.541, -0.215, 0.142], [1.946, -1.164, 0.881], [-0.806, -0.782, -0.633], [0.347, 0.728, 0.699], [-0.431, 1.544, 0.867], [0.064, 0.389, -0.369], [-1.193, -2.079, 1.941], [-0.691, -1.212, 0.020], [-2.090, 2.159, 1.044], [-0.101, 0.166, 0.097], [1.037, -0.799, 0.308], [0.933, -0.687, -0.230], [-0.533, -0.288, 0.824], [-0.708, 0.868, 0.004], [0.948, 0.372, -0.401], [-0.276, 1.413, -0.435], [0.163, -0.384, -0.024], [-0.086, 0.077, -0.446], [0.455, 0.470, -0.475], [0.220, -0.396, -0.337], [-0.276, -0.167, 0.156], [-0.121, 0.405, -0.148], [-0.567, 0.155, 0.092], [0.220, 0.052, -0.297], [0.102, 0.254, -0.175], [0.307, 0.775, -0.207], [0.213, -0.300, -0.007], [-0.466, 0.230, -0.218], [-0.350, -0.565, 0.337], [-0.647, 0.523, 0.035], [0.733, 0.250, -0.335], [-0.290, 0.261, 0.449], [-0.187, -0.197, 0.190], [-0.597, 0.012, -0.193], [-0.144, 0.075, -0.252], [-0.082, 0.102, -1.258], [-0.287, -0.662, 0.357], [-0.043, -0.131, 0.058], [-0.487, 0.249, -0.613], [-0.218, -0.202, 0.323], [-0.229, 0.395, 0.094], [0.343, 0.030, 0.845], [0.142, -0.200, -0.162], [0.017, 0.160, -0.281], [-0.249, 0.058, -0.300]], "e_above_lowest_kcal_mol": 0.0, "smiles": "CN(C)CCCn1c(N)nc2ccc3c(c21)C[C@H](CN(C)C)O3", "charge": 0, "homo_lumo_gap_ev": 7.7}